[1]
{
  "formula": "C43H78F24O15P4Tl",
  "method": "ωB97M-V/def2-TZVPD",
  "total_charge": 1,
  "homo_lumo_gap_ev": 5.26,
  "total_energy_ha": -6748.29239,
  "symbols": ["Tl", "P", "P", "P", "P", "F", "F", "F", "F", "F", "F", "F", "F", "F", "F", "F", "F", "F", "F", "F", "F", "F", "F", "F", "F", "F", "F", "F", "F", "O", "O", "O", "O", "O", "O", "O", "O", "O", "O", "O", "O", "O", "O", "O", "C", "C", "C", "C", "C", "C", "C", "C", "C", "C", "C", "C", "C", "C", "C", "C", "C", "C", "C", "C", "C", "C", "C", "C", "C", "C", "C", "C", "C", "C", "C", "C", "C", "C", "C", "C", "C", "C", "C", "C", "C", "C", "C", "H", "H", "H", "H", "H", "H", "H", "H", "H", "H", "H", "H", "H", "H", "H", "H", "H", "H", "H", "H", "H", "H", "H", "H", "H", "H", "H", "H", "H", "H", "H", "H", "H", "H", "H", "H", "H", "H", "H", "H", "H", "H", "H", "H", "H", "H", "H", "H", "H", "H", "H", "H", "H", "H", "H", "H", "H", "H", "H", "H", "H", "H", "H", "H", "H", "H", "H", "H", "H", "H", "H", "H", "H", "H", "H", "H", "H", "H"],
  "xyz": [[4.187, -2.299, -1.579], [5.946, 3.522, -0.691], [0.268, -0.941, -0.415], [3.701, -8.420, -2.430], [-3.854, 1.719, 3.483], [-4.158, 1.771, -2.586], [1.385, -2.447, 6.392], [1.301, 1.196, 6.625], [3.236, -3.111, 3.513], [1.715, -4.376, 4.421], [-5.173, -3.035, -3.606], [2.869, 1.612, -8.969], [3.483, -2.788, 6.288], [-4.099, 1.319, -5.486], [-0.446, 4.097, -11.797], [-2.154, 0.395, -5.240], [-1.391, 4.836, -9.270], [-4.756, -2.851, -0.833], [-0.473, 6.459, -10.419], [4.674, 1.992, 7.373], [2.985, 1.232, -6.201], [-4.251, -4.735, -1.833], [-3.158, -3.612, -3.931], [2.983, 3.330, -6.792], [2.804, 1.990, 5.378], [2.997, 3.198, 8.017], [1.031, 0.790, -8.336], [-2.601, 2.820, -3.635], [1.556, 4.653, -11.312], [2.411, -9.066, -1.631], [5.556, 2.161, -1.189], [1.391, -0.686, 0.603], [-4.035, -0.663, -4.473], [6.797, 3.523, 0.714], [4.891, -9.474, -2.432], [-1.125, -0.445, 0.055], [3.215, -8.492, -4.033], [4.033, -7.077, -1.981], [3.092, -0.034, 6.365], [4.758, 4.589, -0.422], [6.927, 4.454, -1.627], [0.443, -2.508, -0.664], [1.050, 3.021, -8.677], [0.759, -0.339, -1.752], [7.494, 2.965, 2.861], [-3.895, -3.401, -1.750], [0.380, 4.288, -10.796], [-3.649, -1.345, -3.275], [-3.341, 0.647, -4.603], [-2.668, 4.415, 2.833], [-6.536, 1.338, 2.788], [3.395, 1.907, 7.668], [-3.392, 6.431, 1.432], [-4.656, 2.637, 4.895], [-0.235, 5.278, -9.802], [-8.913, 1.515, 2.122], [-3.616, -3.073, 3.884], [0.616, 2.928, -10.040], [2.401, -9.490, -6.069], [-2.465, 2.838, 2.898], [-3.088, 1.595, -3.345], [0.416, -9.073, -0.339], [2.468, -2.329, 5.596], [-4.545, 3.471, 7.345], [1.293, -8.242, -1.339], [3.435, 4.132, -0.061], [2.549, -9.618, -4.527], [-4.461, -0.712, 4.720], [2.613, 1.293, 6.478], [7.111, -9.187, -2.097], [8.026, 5.033, -3.627], [-3.559, 4.935, 1.679], [2.159, -3.135, 4.252], [-4.660, 4.993, 7.182], [2.252, 2.244, -6.752], [2.609, 4.828, -1.161], [6.495, 2.607, 1.748], [5.813, -9.520, -1.373], [6.662, 4.586, -3.018], [-3.270, 0.182, 4.280], [-3.929, -2.849, -3.187], [-3.990, -2.126, 5.119], [-3.758, 2.836, 6.188], [-7.549, 1.229, 1.658], [2.625, -0.817, 5.234], [1.830, 1.874, -8.191], [-5.182, 1.549, 2.217], [5.787, 5.205, -3.216], [-2.660, -0.240, 3.481], [-9.607, 1.503, 1.281], [3.348, 3.046, -0.074], [2.137, -8.486, -6.400], [6.387, 3.619, -3.440], [-3.182, -2.115, 5.851], [-4.112, 6.911, 0.769], [7.944, 5.289, -4.683], [-2.790, -2.587, 3.365], [5.822, -10.450, -0.804], [-4.854, 5.398, 8.175], [-3.252, 6.998, 2.353], [5.588, -8.714, -0.675], [3.187, 4.479, 0.942], [-6.806, 2.224, 3.364], [0.759, -8.001, -2.258], [0.947, -9.295, 0.587], [1.584, -9.673, -4.023], [-9.081, 2.471, 2.617], [-3.256, -4.042, 4.231], [-6.737, 0.526, 3.486], [-4.499, -3.200, 3.258], [7.251, -9.803, -2.986], [-4.959, 3.567, 4.413], [3.275, 1.413, 8.632], [-0.522, -8.587, -0.071], [3.092, -10.526, -4.264], [8.917, 4.442, -3.416], [7.469, 4.030, 3.091], [8.348, 5.926, -3.092], [1.764, -0.301, 4.810], [3.394, -0.735, 4.466], [2.727, 5.911, -1.111], [-7.592, 0.272, 1.138], [0.415, 5.504, -8.957], [-3.664, 5.313, 6.877], [-0.310, 2.358, -9.962], [-3.299, 1.942, 6.609], [-2.843, 3.369, 5.932], [-2.575, -1.314, -3.092], [1.646, -7.267, -1.002], [0.186, -10.025, -0.818], [7.926, -9.311, -1.384], [-5.505, 2.970, 7.220], [-2.839, -3.354, -1.486], [1.352, -2.710, 3.656], [1.279, 2.333, -10.668], [2.904, 4.469, -2.148], [-4.886, 0.804, 1.480], [1.598, -10.191, -6.300], [-2.343, 1.081, -2.737], [-5.532, 2.042, 5.152], [-4.624, 4.736, 1.803], [-5.189, -0.693, 3.908], [-5.512, 5.328, 6.590], [-2.571, 0.547, 5.032], [5.469, 2.630, 2.117], [-3.275, 4.418, 0.763], [-4.310, 3.160, 8.363], [-9.314, 0.844, 2.881], [-2.522, 6.620, 0.804], [3.333, -9.700, -6.593], [-1.653, 4.812, 2.817], [1.403, 2.440, -6.098], [8.444, 2.591, 2.480], [-3.205, 4.653, 3.752], [-4.243, -0.854, -2.505], [7.056, -8.179, -2.509], [-1.646, 2.546, 3.555], [-5.069, 2.404, 1.551], [7.194, 2.387, 3.736], [-7.489, 2.050, 0.943], [-4.717, -2.653, 5.736], [1.563, 4.655, -0.910], [-2.183, 2.540, 1.888], [6.635, 1.574, 1.430], [-4.958, -0.282, 5.591]]
}

[2]
{
  "formula": "C4H13NO2",
  "method": "ωB97M-V/def2-TZVPD",
  "homo_lumo_gap_ev": 9.40,
  "total_energy_ha": -365.36864,
  "relative_energy_ev": 2.010,
  "smiles": "CNCCCO.O",
  "symbols": ["O", "O", "N", "C", "C", "C", "C", "H", "H", "H", "H", "H", "H", "H", "H", "H", "H", "H", "H", "H"],
  "xyz": [[-0.918, -0.366, 1.691], [-1.363, -0.439, -2.317], [1.181, 1.281, 0.693], [0.908, -1.368, 0.641], [0.052, 1.987, -0.122], [-0.648, -1.305, 0.696], [1.438, -0.090, -0.003], [-1.943, -0.431, -3.036], [2.480, -0.115, 0.013], [-0.922, 0.419, -2.259], [-1.093, -2.250, 0.915], [-0.843, 1.455, -0.225], [1.120, -2.290, 0.056], [-1.766, -0.207, 1.964], [0.758, 1.081, 1.586], [-0.321, 2.820, 0.516], [1.422, -1.533, 1.518], [-1.095, -0.914, -0.204], [0.460, 2.342, -1.087], [1.092, -0.077, -1.036]]
}

[3]
{
  "formula": "C46H37ClFN4O2S2Sc",
  "method": "ωB97M-V/def2-TZVPD",
  "total_charge": -2,
  "homo_lumo_gap_ev": [4.18, 4.55],
  "total_energy_ha": -4261.89891,
  "relative_energy_ev": 3.330,
  "symbols": ["Sc", "Cl", "S", "S", "F", "O", "O", "N", "N", "N", "N", "C", "C", "C", "C", "C", "C", "C", "C", "C", "C", "C", "C", "C", "C", "C", "C", "C", "C", "C", "C", "C", "C", "C", "C", "C", "C", "C", "C", "C", "C", "C", "C", "C", "C", "C", "C", "C", "C", "C", "C", "C", "C", "C", "C", "C", "C", "H", "H", "H", "H", "H", "H", "H", "H", "H", "H", "H", "H", "H", "H", "H", "H", "H", "H", "H", "H", "H", "H", "H", "H", "H", "H", "H", "H", "H", "H", "H", "H", "H", "H", "H", "H", "H"],
  "xyz": [[0.505, -0.602, -1.199], [-0.270, -8.141, -0.591], [2.700, -0.232, -2.518], [4.989, 0.733, -0.733], [-4.910, 6.955, -1.367], [1.474, -1.518, 0.293], [-1.141, -2.328, -0.004], [-0.713, 0.525, -2.631], [1.138, 1.161, -0.011], [-0.154, -2.068, -2.553], [2.532, 1.045, -0.072], [5.097, 1.328, 2.048], [4.436, 3.498, 2.878], [-3.806, 3.513, -1.352], [-0.350, 0.623, -5.045], [-0.009, -0.046, -6.229], [5.742, 1.096, 3.263], [2.676, -1.945, 3.703], [-0.268, -4.153, -1.301], [4.443, 2.545, 1.868], [-2.831, -1.896, 1.713], [5.738, 2.048, 4.276], [-0.428, 1.831, 1.809], [-5.522, -1.933, 2.466], [-1.013, -3.690, -0.168], [2.256, -0.756, 4.292], [5.083, 0.232, 1.005], [-0.396, -0.070, -3.819], [1.604, 0.196, 3.513], [0.694, 0.970, 1.285], [-5.170, -1.737, 1.138], [0.286, -1.393, -6.215], [-0.899, 2.649, -3.836], [1.770, -1.238, 1.550], [-3.831, -1.711, 0.764], [-3.187, -2.090, 3.039], [-1.324, -5.959, 0.639], [-1.900, 4.952, -1.365], [1.365, 0.009, 2.140], [2.425, -2.179, 2.350], [-1.460, 1.762, -2.750], [-1.511, 2.454, -1.385], [-4.090, 5.871, -1.367], [-4.652, 4.613, -1.356], [-4.525, -2.103, 3.418], [0.274, -2.093, -4.999], [3.199, 0.555, -1.050], [-2.417, 3.658, -1.358], [-2.729, 6.068, -1.371], [-1.380, -1.849, 1.312], [-1.522, -4.578, 0.753], [-0.034, -1.459, -3.806], [-0.037, -5.552, -1.361], [-0.452, 2.076, -4.953], [5.083, 3.258, 4.086], [-0.562, -6.411, -0.427], [0.219, -3.347, -2.355], [-2.077, -4.221, 1.610], [2.454, -0.562, 5.341], [-0.468, 2.779, 1.265], [-5.731, 4.505, -1.349], [-4.787, -2.252, 4.459], [6.241, 1.842, 5.215], [-2.508, 1.522, -3.023], [6.241, 0.144, 3.419], [1.310, 1.135, 3.969], [3.916, 2.711, 0.935], [-0.070, 2.673, -5.777], [-4.227, 2.513, -1.346], [4.223, -0.415, 1.178], [-1.059, -0.807, 1.288], [-0.737, -2.358, 2.030], [-6.566, -1.958, 2.757], [-0.494, 2.718, -1.099], [0.503, -3.152, -5.001], [3.912, 4.437, 2.724], [5.071, 4.004, 4.874], [-0.889, 3.727, -3.697], [-1.747, -6.642, 1.361], [0.552, -5.939, -2.183], [-0.276, 2.054, 2.869], [-1.861, 1.711, -0.665], [0.861, -3.845, -3.077], [3.189, -2.697, 4.296], [2.715, -3.114, 1.879], [0.032, 0.514, -7.159], [-3.550, -1.564, -0.274], [-2.407, -2.237, 3.782], [-2.329, 7.074, -1.380], [5.983, -0.376, 1.103], [-0.824, 5.085, -1.363], [-1.425, 1.365, 1.734], [-5.939, -1.605, 0.385], [0.533, -1.913, -7.133]]
}

[4]
{
  "formula": "C34H62F12O17",
  "method": "ωB97M-V/def2-TZVPD",
  "total_charge": -1,
  "s2": 0.7529,
  "homo_lumo_gap_ev": [1.62, 6.85],
  "spin_multiplicity": 2,
  "total_energy_ha": -3809.91787,
  "symbols": ["F", "F", "F", "F", "F", "F", "F", "F", "F", "F", "F", "F", "O", "O", "O", "O", "O", "O", "O", "O", "O", "O", "O", "O", "O", "O", "O", "O", "O", "C", "C", "C", "C", "C", "C", "C", "C", "C", "C", "C", "C", "C", "C", "C", "C", "C", "C", "C", "C", "C", "C", "C", "C", "C", "C", "C", "C", "C", "C", "C", "C", "C", "C", "H", "H", "H", "H", "H", "H", "H", "H", "H", "H", "H", "H", "H", "H", "H", "H", "H", "H", "H", "H", "H", "H", "H", "H", "H", "H", "H", "H", "H", "H", "H", "H", "H", "H", "H", "H", "H", "H", "H", "H", "H", "H", "H", "H", "H", "H", "H", "H", "H", "H", "H", "H", "H", "H", "H", "H", "H", "H", "H", "H", "H", "H"],
  "xyz": [[4.440, -8.572, -2.543], [1.825, -2.111, -2.932], [-7.481, 0.999, -2.462], [-8.123, 0.014, -0.523], [6.407, 3.976, -5.564], [-0.194, -1.805, -3.560], [3.742, -8.753, -4.574], [6.499, 3.738, -3.363], [-8.550, 2.144, -0.988], [8.078, 3.002, -4.615], [2.498, -9.113, -2.750], [1.372, -0.922, -4.635], [-1.574, 1.913, 4.569], [-0.394, 4.898, 0.030], [0.706, -0.424, -1.244], [3.826, 1.585, -0.587], [3.929, -3.337, 1.162], [6.244, 1.191, -5.892], [2.662, -6.419, -4.608], [-5.594, 0.558, 0.131], [-4.265, 0.268, -2.717], [0.514, 1.119, -2.884], [2.738, -6.274, -2.279], [3.018, -0.207, 1.717], [-2.607, 2.443, -1.429], [-4.941, -0.788, 8.738], [5.422, 1.202, -3.693], [-3.733, 1.660, 6.457], [-5.888, 2.712, -0.637], [-1.185, 2.085, 3.231], [2.157, -5.121, -4.909], [6.093, 1.700, -4.773], [-4.183, -1.193, -2.665], [4.477, 1.386, 0.656], [6.742, 3.119, -4.547], [0.813, -0.004, -2.527], [0.378, 0.340, -0.165], [-6.287, 1.562, -0.567], [2.707, -2.647, 1.226], [2.751, -1.513, 2.307], [5.362, -1.097, -2.863], [-2.267, 3.052, 5.108], [4.290, -0.079, 1.169], [4.867, -0.094, -3.869], [0.972, -1.253, -3.472], [0.269, 5.332, 1.157], [-4.400, 0.764, 0.809], [-4.132, -0.342, 1.729], [-1.820, 3.620, -1.285], [-4.051, 1.234, 7.772], [2.906, -6.873, -3.327], [3.513, 2.895, -1.081], [-4.835, -0.067, 7.508], [4.048, -4.313, 0.112], [3.372, -4.139, -4.878], [-3.158, 0.868, -3.334], [-5.895, -1.881, 8.888], [-1.285, 3.872, 0.092], [-1.125, -0.029, 0.067], [-3.117, 2.295, -2.783], [-7.687, 1.166, -1.139], [3.406, -8.337, -3.300], [-2.808, 2.769, 6.548], [-1.960, 2.286, 2.491], [4.013, -3.894, -0.893], [-4.127, 2.688, -2.898], [1.849, -3.283, 1.445], [4.945, -4.916, 0.257], [-5.826, -2.606, 8.077], [-5.816, -2.431, 9.825], [-4.071, -1.529, -3.696], [-1.731, -0.144, -0.832], [3.473, -1.818, 3.065], [-0.373, 5.470, 2.027], [1.499, -4.827, -4.092], [3.352, 3.589, -0.256], [5.292, -0.765, -1.827], [-3.926, -1.248, 1.159], [0.783, 6.275, 0.970], [-6.915, -1.497, 8.887], [-1.518, 3.821, 5.297], [0.593, 1.372, -0.443], [2.492, -2.026, 0.356], [-0.992, 3.646, -1.993], [-3.179, 1.055, 8.400], [-0.805, 1.124, 2.887], [3.130, -4.898, 0.174], [-4.681, 1.945, 8.307], [4.860, -2.043, -3.063], [4.520, -0.781, 0.368], [1.869, -1.455, 2.946], [3.800, 0.110, -3.790], [4.991, -0.401, -4.907], [4.989, -0.267, 1.984], [-1.999, 4.123, 0.876], [-0.440, 2.861, 3.053], [4.287, 3.394, -1.664], [6.401, -1.237, -3.161], [2.578, 2.877, -1.641], [-3.293, -1.475, -2.103], [-0.864, 2.929, 0.440], [4.099, -4.279, -5.677], [-1.911, 2.659, 7.159], [-3.028, 3.417, 4.419], [3.886, -4.111, -3.917], [1.021, 4.607, 1.468], [-3.276, 3.693, 6.886], [1.695, -4.977, -5.886], [-2.443, 4.482, -1.524], [-3.327, -0.037, 2.397], [-4.342, -0.733, 6.801], [-5.851, 0.066, 7.137], [-2.551, 2.896, -3.494], [-1.639, 0.772, 0.599], [-1.123, -0.937, 0.669], [-5.018, -0.582, 2.317], [-4.451, 1.703, 1.360], [1.036, 0.124, 0.677], [4.129, 2.080, 1.420], [2.995, -3.135, -5.071], [-2.189, 0.402, -3.160], [-3.272, 0.932, -4.417], [-5.023, -1.644, -2.137], [-3.557, 1.004, 0.160], [5.478, 1.805, 0.561]]
}

[5]
{
  "formula": "C11H12N",
  "method": "ωB97M-V/def2-TZVPD",
  "total_charge": 1,
  "homo_lumo_gap_ev": 7.03,
  "total_energy_ha": -480.74474,
  "relative_energy_ev": 2.802,
  "symbols": ["N", "C", "C", "C", "C", "C", "C", "C", "C", "C", "C", "C", "H", "H", "H", "H", "H", "H", "H", "H", "H", "H", "H", "H"],
  "xyz": [[0.857, -1.536, -1.286], [0.573, -1.735, 0.199], [1.937, 0.090, 1.008], [-1.539, 1.307, 0.285], [0.961, 0.805, 0.238], [-3.071, -0.571, 0.105], [-1.973, -1.454, 0.307], [-0.390, 0.459, 0.198], [1.126, 2.206, -0.126], [-0.700, -0.950, 0.246], [1.668, -1.218, 1.111], [-2.810, 0.792, 0.052], [-3.726, 1.338, 0.021], [2.139, -1.841, 1.708], [1.043, -2.439, -1.698], [-1.559, 2.313, 0.422], [0.604, -2.850, 0.275], [0.890, 2.835, 0.722], [-3.953, -1.106, 0.112], [2.710, 0.576, 1.409], [2.260, 2.404, -0.173], [0.612, 2.681, -0.997], [-2.231, -2.432, 0.403], [0.134, -1.083, -1.810]]
}